# 1
{
  "formula": "C2H9N2O",
  "method": "wB97M-V/def2-TZVPD",
  "total_charge": 2,
  "energy_ha": -265.5084,
  "lumo_ev": [-8.491, -13.968],
  "gap_ev": [12.665, 6.939],
  "multiplicity": 2,
  "species": ["C", "H", "H", "H", "O", "H", "H", "H", "H", "H", "N", "H", "N", "C"],
  "positions_angstrom": [[0.123253, 1.236002, 0.385928], [0.358402, -1.301635, 1.052867], [0.388136, 2.189706, -0.008028], [0.945524, -2.170267, -0.531980], [-0.867217, -1.334480, -0.483078], [-1.736896, 1.626374, 1.045705], [0.830163, 0.361141, -1.509306], [-1.242710, -2.183213, -0.375937], [0.788323, 0.895056, 1.377177], [2.038071, 0.052944, -0.473253], [0.985076, 0.095560, -0.505831], [-1.804306, 0.866581, -0.403762], [-1.205201, 1.015892, 0.442071], [0.399378, -1.349657, -0.012579]],
  "atomic_forces_ev_per_a": [[6.662, -4.387, 1.846], [1.036, -0.177, 0.924], [0.363, 1.305, -0.120], [0.441, 0.737, 0.843], [-0.658, 2.062, -0.656], [-0.224, 0.195, 1.300], [-0.284, -1.098, 0.573], [-1.213, -1.829, 0.094], [-2.390, 1.945, -1.570], [-0.953, 0.750, 0.939], [-1.856, -0.107, -0.381], [0.746, -0.636, 0.384], [-2.686, 0.296, -1.915], [1.017, 0.944, -2.260]],
  "lowdin_spin": [0.118, 0.001, 0.048, 0.006, 0.088, 0.012, 0.000, 0.001, 0.034, 0.000, 0.007, 0.007, 0.673, 0.005]
}

# 2
{
  "formula": "C17H13F3IrN6O3",
  "method": "wB97M-V/def2-TZVPD",
  "total_charge": 2,
  "energy_ha": -1613.1564,
  "lumo_ev": [-5.847, -9.276],
  "gap_ev": [8.685, 5.242],
  "multiplicity": 6,
  "species": ["O", "H", "C", "C", "H", "H", "O", "C", "C", "N", "C", "Ir", "F", "H", "N", "C", "C", "C", "H", "H", "C", "F", "C", "C", "C", "C", "O", "N", "H", "H", "F", "H", "N", "C", "N", "H", "H", "H", "H", "C", "N", "C", "C"],
  "positions_angstrom": [[-0.766476, 0.204420, 2.044329], [1.140569, -4.392065, 4.052045], [0.451462, -2.642621, 2.845748], [-4.332167, 2.950041, -0.822680], [-0.290219, 3.234558, -3.849987], [3.743325, -0.384202, -1.968577], [-1.463380, -1.581368, 0.993584], [3.714210, -1.061286, -1.142058], [1.271986, -3.673695, 3.266548], [0.190455, 2.643578, -3.187494], [-0.394757, 2.044438, -2.118302], [0.360489, -0.397252, 0.146311], [-3.636990, 0.269581, 2.542633], [5.738128, -1.981272, -1.173406], [4.303609, -2.596263, 0.287954], [1.663232, 1.417089, -2.178517], [-3.716411, 3.741275, -1.809939], [-1.737734, 2.353858, -1.739921], [-0.489392, -2.364814, 3.271237], [-4.238998, 4.590034, -2.221935], [-2.435447, 3.446259, -2.249588], [-3.512819, -1.883813, 2.652321], [-2.381119, 1.482285, -0.766119], [4.752748, -1.884044, -0.765223], [2.181955, -2.634648, 1.580839], [-3.712500, 1.841973, -0.328885], [-1.826779, 0.458162, -0.335701], [0.505861, 1.253187, -1.502180], [3.122694, -4.310592, 2.514242], [4.846948, -3.275797, 0.799595], [-2.462632, -0.679102, 4.089847], [2.166746, 2.609962, -3.991980], [1.022683, -2.015915, 1.801038], [-2.832753, -0.759572, 2.815222], [2.652200, -1.249944, -0.327134], [-4.173915, 1.210195, 0.413309], [-5.305622, 3.231520, -0.450377], [-1.968917, 4.114571, -2.959804], [2.566837, 0.962331, -1.853389], [-1.590207, -0.714362, 1.867630], [2.355909, -3.653535, 2.461207], [1.481799, 2.272317, -3.242563], [3.035389, -2.195475, 0.540120]],
  "atomic_forces_ev_per_a": [[1.016, 0.562, -0.509], [0.009, -0.057, 0.110], [0.078, -1.158, 1.067], [-0.072, -0.274, 0.228], [0.088, -0.008, 0.047], [-0.054, 0.039, -0.131], [0.528, -0.308, -0.852], [1.447, -0.281, -0.451], [-1.213, 0.701, 0.234], [-0.485, -0.258, 0.563], [0.174, 0.063, -0.360], [-0.908, 0.021, 0.683], [0.093, 0.122, -0.128], [0.155, -0.098, -0.052], [-0.781, 0.010, 0.509], [0.660, 0.564, -0.964], [-0.025, -0.058, 0.034], [-0.727, 0.195, 0.241], [-0.122, -0.001, 0.102], [-0.031, 0.108, 0.000], [0.631, -0.453, 0.137], [0.093, -0.039, -0.182], [-0.419, 1.048, -0.717], [-0.378, 0.930, -0.927], [-0.535, -0.359, 0.702], [0.019, 0.017, -0.032], [0.288, -0.576, 0.362], [-0.518, -0.252, 0.531], [-0.076, 0.134, -0.075], [-0.076, 0.035, 0.018], [0.275, 0.082, -0.093], [0.111, 0.091, -0.158], [1.215, 0.308, -1.132], [-0.126, -0.226, 0.105], [-0.889, -0.504, 1.013], [-0.053, -0.037, 0.041], [-0.099, -0.037, -0.030], [-0.018, 0.026, -0.036], [0.202, -0.054, 0.031], [-1.069, -0.172, 0.914], [0.249, 0.590, -0.772], [0.730, -0.683, 0.595], [0.612, 0.247, -0.667]],
  "lowdin_spin": [0.201, 0.001, 0.008, -0.001, 0.001, 0.001, 0.195, 0.010, 0.007, 0.035, -0.004, 3.031, 0.002, 0.001, 0.004, 0.040, 0.233, 0.157, 0.001, 0.011, 0.000, 0.004, 0.130, 0.004, 0.010, 0.138, 0.365, 0.119, 0.000, 0.000, 0.003, 0.002, 0.115, 0.010, 0.095, 0.004, -0.003, -0.003, 0.002, 0.021, 0.003, 0.039, 0.007]
}